DFT (ωB97M-V with the def2-TZVPD basis set) results for a structure of composition C57H53As2F3N2O8S5TeV.

Geometry as XYZ:
```
132
C57H53As2F3N2O8S5TeV ωB97M-V with the def2-TZVPD basis set
V 0.179 -0.746 0.853
C 4.105 -3.241 -5.324
C 3.013 -3.020 -4.312
C 1.710 -3.445 -4.535
C 0.722 -3.366 -3.564
C -0.647 -3.781 -3.912
O -1.390 -4.424 -3.192
C -1.172 -3.346 -5.261
C -2.117 -4.144 -5.897
C -2.669 -3.747 -7.103
C -2.297 -2.534 -7.671
C -1.370 -1.726 -7.031
C -0.799 -2.138 -5.836
C 0.984 -2.837 -2.240
O 0.130 -2.864 -1.327
C 2.306 -2.207 -2.102
C 3.263 -2.380 -3.107
C 2.644 -1.352 -0.998
N 2.023 -1.611 0.252
C 2.106 -2.980 0.811
C 3.400 -3.724 0.534
Te 5.060 -3.543 1.869
C 6.163 -2.171 0.713
C 6.259 -2.284 -0.671
C 6.990 -1.360 -1.402
C 7.662 -0.332 -0.757
C 7.584 -0.224 0.622
C 6.827 -1.130 1.352
C 3.508 -0.200 -1.148
C 3.549 0.482 -2.378
C 4.355 1.589 -2.562
C 5.151 2.064 -1.526
C 5.133 1.400 -0.306
C 4.337 0.285 -0.116
H 3.693 -3.325 -6.332
H 4.672 -4.156 -5.128
H 4.819 -2.414 -5.322
H 1.459 -3.882 -5.498
H -2.422 -5.063 -5.414
H -3.405 -4.372 -7.593
H -2.738 -2.215 -8.607
H -1.101 -0.767 -7.453
H -0.082 -1.508 -5.325
H 4.247 -1.949 -2.941
H 1.286 -3.528 0.345
H 1.917 -2.898 1.881
H 3.805 -3.461 -0.442
H 3.181 -4.791 0.502
H 5.753 -3.089 -1.190
H 7.028 -1.442 -2.481
H 8.225 0.393 -1.330
H 8.086 0.589 1.133
H 6.730 -1.009 2.424
H 2.897 0.151 -3.175
H 4.341 2.101 -3.516
H 5.771 2.941 -1.668
H 5.756 1.746 0.510
H 4.368 -0.231 0.830
O -2.753 1.073 -5.855
C -2.407 0.604 -4.796
S -0.931 1.078 -3.948
C -1.118 0.082 -2.500
C -2.206 -0.717 -2.500
S -2.736 -1.827 -1.257
S -3.269 -0.643 -3.908
S 0.168 0.425 -1.391
C -2.741 3.312 -1.101
As -1.769 2.527 0.413
C -2.543 3.757 1.766
C -0.062 3.499 0.162
C 0.216 4.095 -1.068
C 1.400 4.777 -1.288
C 2.328 4.891 -0.265
C 2.076 4.282 0.952
C 0.902 3.563 1.176
As 0.670 2.529 2.842
C 0.261 4.061 4.016
C 2.558 2.405 3.359
H -2.367 2.910 -2.043
H -2.670 4.400 -1.105
H -3.787 3.013 -0.999
H -2.067 4.738 1.742
H -2.436 3.318 2.757
H -3.609 3.861 1.557
H -0.487 4.001 -1.884
H 1.602 5.204 -2.263
H 3.258 5.423 -0.423
H 2.825 4.353 1.730
H 0.942 4.882 3.787
H 0.407 3.745 5.050
H -0.767 4.391 3.892
H 2.964 3.389 3.596
H 3.119 1.948 2.544
H 2.638 1.761 4.233
F 0.015 -1.971 5.799
C 0.653 -0.855 5.426
F 1.583 -0.582 6.364
F -0.242 0.155 5.467
S 1.478 -0.954 3.749
O 2.500 -1.990 3.994
O 0.265 -1.504 2.979
O 2.012 -0.528 1.145
C -8.469 -0.895 -1.111
O -7.863 -2.010 -1.747
C -7.159 -2.823 -0.873
C -7.709 -4.035 -0.503
C -7.017 -4.888 0.348
C -5.767 -4.508 0.809
C -5.200 -3.304 0.417
C -5.883 -2.438 -0.433
N -5.384 -1.215 -0.864
C -4.051 -0.766 -0.504
C -3.943 -0.530 0.998
C -5.106 -0.187 1.692
C -5.112 0.066 3.053
C -3.921 -0.018 3.766
C -2.749 -0.325 3.104
C -2.750 -0.571 1.728
O -1.579 -0.757 1.137
H -7.723 -0.270 -0.613
H -9.210 -1.233 -0.379
H -8.964 -0.321 -1.892
H -8.684 -4.292 -0.895
H -7.449 -5.837 0.639
H -5.207 -5.158 1.469
H -4.208 -3.051 0.763
H -5.596 -1.031 -1.835
H -3.934 0.203 -0.999
H -6.032 -0.127 1.136
H -6.040 0.316 3.551
H -3.900 0.172 4.832
H -1.799 -0.380 3.618
```

E_LUMO (spin up / spin down)   3.6 / 3.6 eV
E_HOMO (spin up / spin down)   -0.04576 / -0.09301 Eh
⟨S²⟩   0.86
DFT total energy   -296316.5801 eV
2S+1   2
Net charge   -2

***

DFT (ωB97M-V with the def2-TZVPD basis set) results for a structure of composition C28H31F10MnN6O2Si.

Geometry as XYZ:
```
79
C28H31F10MnN6O2Si ωB97M-V with the def2-TZVPD basis set
Mn -0.010 -0.009 -0.352
C -0.423 0.681 2.525
N -1.260 0.353 1.353
C -1.976 -0.913 1.594
C -0.973 -2.079 1.481
N 0.191 -1.594 0.769
C 1.294 -2.426 0.732
C 1.307 -3.702 0.176
F 0.174 -4.211 -0.328
C 2.449 -4.482 0.112
F 2.405 -5.690 -0.451
C 3.641 -4.000 0.629
F 4.748 -4.741 0.577
C 3.661 -2.751 1.228
F 4.786 -2.304 1.792
C 2.504 -1.994 1.278
F 2.546 -0.829 1.942
C -2.139 1.486 1.027
C -1.291 2.539 0.340
N -0.533 1.871 -0.716
C -0.024 2.678 -1.709
C 0.302 4.039 -1.579
F 0.192 4.666 -0.391
C 0.770 4.809 -2.632
F 1.063 6.094 -2.424
C 0.945 4.253 -3.885
F 1.403 4.986 -4.904
C 0.634 2.915 -4.058
F 0.780 2.350 -5.259
C 0.162 2.167 -3.000
F -0.163 0.896 -3.241
H -1.065 0.799 3.406
H 0.106 1.614 2.357
H 0.300 -0.110 2.684
H -2.744 -0.993 0.829
H -2.465 -0.885 2.575
H -1.477 -2.927 0.995
H -0.680 -2.428 2.482
H -2.627 1.872 1.931
H -2.904 1.113 0.348
H -0.659 3.048 1.075
H -1.943 3.320 -0.073
C -0.615 -3.138 -3.111
C 0.723 -2.499 -2.902
C 1.852 -2.986 -3.544
C 3.066 -2.335 -3.345
C 3.143 -1.247 -2.508
C 1.969 -0.830 -1.854
N 0.794 -1.447 -2.078
N 1.871 0.185 -0.945
Si 3.170 1.297 -0.581
C 2.554 2.497 0.721
C 3.676 2.203 -2.158
C 4.728 0.501 0.103
H -0.529 -3.985 -3.790
H -1.311 -2.422 -3.535
H -1.022 -3.488 -2.165
H 1.774 -3.842 -4.197
H 3.957 -2.687 -3.850
H 4.078 -0.733 -2.352
H 2.210 3.438 0.298
H 3.354 2.722 1.426
H 1.729 2.071 1.288
H 2.939 2.072 -2.948
H 4.633 1.845 -2.540
H 3.781 3.274 -1.975
H 4.608 0.197 1.140
H 5.529 1.243 0.064
H 5.066 -0.370 -0.459
N -4.718 1.060 -3.369
C -3.905 0.974 -2.165
C -2.836 -0.102 -2.301
O -2.664 -0.539 -3.532
O -2.179 -0.474 -1.355
H -4.959 2.011 -3.610
H -5.573 0.526 -3.291
H -3.338 -0.072 -4.075
H -4.458 0.795 -1.240
H -3.340 1.901 -2.028
```

E_LUMO (spin up / spin down)   -0.3 / -0.1 eV
E_HOMO (spin up / spin down)   -0.27453 / -0.27807 Eh
⟨S²⟩   6.06
DFT total energy   -108948.9094 eV
2S+1   5

***

DFT (ωB97M-V with the def2-TZVPD basis set) results for the molecule C5H14N2 at a distorted geometry.

Geometry as XYZ:
```
21
C5H14N2 ωB97M-V with the def2-TZVPD basis set
C 1.556 2.366 -0.554
N 0.386 1.607 -0.750
C 0.346 0.185 -0.162
C 0.876 -0.876 -1.193
C -1.156 -0.131 0.063
C -1.269 -1.534 0.610
N -0.713 -1.557 2.036
H 1.698 2.736 0.495
H 1.645 3.198 -1.248
H 2.428 1.710 -0.818
H -0.462 2.151 -0.937
H 0.851 0.418 0.729
H 1.737 -0.706 -1.730
H 0.953 -1.799 -0.551
H 0.054 -1.125 -1.823
H -1.945 0.142 -0.796
H -1.519 0.686 0.726
H -0.798 -2.294 0.049
H -2.347 -1.906 0.637
H -1.368 -0.906 2.597
H -0.953 -2.364 2.619
```

E_LUMO   1.1 eV
E_HOMO   -0.29159 Eh
DFT total energy   -8390.2754 eV
2S+1   1
Structure (SMILES)   CN[C@H](C)CCN

***

DFT (ωB97M-V with the def2-TZVPD basis set) results for a structure of composition C37H64N6O2P3SScTe at a distorted geometry.

Geometry as XYZ:
```
115
C37H64N6O2P3SScTe ωB97M-V with the def2-TZVPD basis set
Sc 0.464 0.376 0.608
N 6.706 -5.776 0.394
C 6.056 -4.698 1.025
C 4.860 -4.895 1.703
C 4.153 -3.813 2.207
C 4.637 -2.522 2.042
C 5.895 -2.335 1.482
C 6.596 -3.412 0.965
S 3.563 -1.149 2.513
O 2.639 -1.775 3.437
O 4.399 -0.120 3.067
N 2.631 -0.683 1.246
C 3.249 -0.091 0.186
N 4.579 -0.005 0.113
C 5.106 0.579 -0.958
C 4.340 0.992 -2.021
C 2.973 0.794 -1.905
N 2.404 0.337 -0.802
H 6.478 -6.671 0.796
H 7.703 -5.648 0.314
H 4.470 -5.901 1.820
H 3.234 -3.950 2.758
H 6.301 -1.338 1.471
H 7.564 -3.258 0.501
H 6.189 0.672 -0.947
H 4.774 1.426 -2.911
H 2.299 1.059 -2.707
C -3.358 -1.890 -0.281
P -1.527 -1.914 -0.560
C -1.446 -1.223 -2.260
C -1.290 -3.699 -1.044
C 0.159 -3.844 -1.555
P 1.226 -2.583 -0.669
C 2.882 -3.167 -1.250
C 1.096 -3.433 0.949
H -3.937 -2.139 -1.173
H -3.633 -0.892 0.066
H -3.592 -2.597 0.517
H -2.287 -1.550 -2.879
H -0.506 -1.518 -2.725
H -1.445 -0.137 -2.150
H -2.028 -3.999 -1.794
H -1.446 -4.323 -0.159
H 0.194 -3.642 -2.629
H 0.556 -4.852 -1.402
H 3.056 -4.221 -1.029
H 3.655 -2.577 -0.759
H 2.957 -2.997 -2.326
H 1.299 -4.504 0.852
H 0.080 -3.273 1.299
H 1.762 -2.988 1.672
Te 1.835 2.606 1.363
C -1.725 4.210 0.727
C -1.536 4.490 -0.770
C -2.497 5.599 -1.210
C -0.109 5.033 -0.920
P -1.633 2.753 -1.646
N -1.028 1.577 -0.898
C -0.833 3.075 -3.406
C -1.179 4.340 -4.192
C -1.161 1.871 -4.296
C 0.684 3.027 -3.146
C -3.539 2.538 -2.018
C -4.193 3.427 -3.076
C -4.273 2.696 -0.678
C -3.754 1.074 -2.411
H -1.364 5.060 1.314
H -1.127 3.345 1.014
H -2.768 4.030 0.992
H -2.248 6.503 -0.643
H -3.542 5.368 -1.007
H -2.396 5.836 -2.271
H 0.036 5.846 -0.201
H 0.076 5.438 -1.916
H 0.627 4.262 -0.679
H -2.226 4.360 -4.496
H -0.569 4.365 -5.104
H -0.966 5.248 -3.630
H -2.195 1.889 -4.648
H -0.982 0.941 -3.756
H -0.515 1.874 -5.182
H 1.108 4.013 -2.969
H 1.210 2.590 -4.004
H 0.880 2.414 -2.263
H -3.942 4.479 -2.956
H -5.283 3.330 -3.005
H -3.901 3.115 -4.081
H -4.409 3.735 -0.386
H -3.715 2.182 0.108
H -5.269 2.241 -0.742
H -3.323 0.828 -3.380
H -4.828 0.852 -2.453
H -3.297 0.436 -1.657
C -2.186 -2.693 5.444
N -1.224 -2.940 4.389
C -1.902 -3.321 3.163
C -0.249 -1.837 4.169
C -0.865 -0.489 3.844
C -1.377 0.228 4.928
C -2.161 1.355 4.754
C -2.433 1.766 3.460
C -1.831 1.107 2.398
C -0.986 -0.023 2.511
H -2.753 -3.613 5.626
H -2.902 -1.890 5.216
H -1.659 -2.430 6.363
H -2.694 -4.039 3.394
H -1.190 -3.812 2.499
H -2.346 -2.463 2.635
H 0.416 -2.153 3.370
H 0.360 -1.772 5.076
H -1.148 -0.102 5.938
H -2.558 1.890 5.611
H -3.074 2.624 3.281
H -2.058 1.477 1.399
```

E_LUMO   4.0 eV
E_HOMO   0.00315 Eh
DFT total energy   -119139.6694 eV
2S+1   1
Net charge   -2

***

Q: Among the records above, which one has the highest 2S+1?
A: C28H31F10MnN6O2Si

***

Q: Number 3 is which compound?
A: C5H14N2

***

Please write out number 3 again, unchanged.
DFT (ωB97M-V with the def2-TZVPD basis set) results for the molecule C5H14N2 at a distorted geometry.

Geometry as XYZ:
```
21
C5H14N2 ωB97M-V with the def2-TZVPD basis set
C 1.556 2.366 -0.554
N 0.386 1.607 -0.750
C 0.346 0.185 -0.162
C 0.876 -0.876 -1.193
C -1.156 -0.131 0.063
C -1.269 -1.534 0.610
N -0.713 -1.557 2.036
H 1.698 2.736 0.495
H 1.645 3.198 -1.248
H 2.428 1.710 -0.818
H -0.462 2.151 -0.937
H 0.851 0.418 0.729
H 1.737 -0.706 -1.730
H 0.953 -1.799 -0.551
H 0.054 -1.125 -1.823
H -1.945 0.142 -0.796
H -1.519 0.686 0.726
H -0.798 -2.294 0.049
H -2.347 -1.906 0.637
H -1.368 -0.906 2.597
H -0.953 -2.364 2.619
```

E_LUMO   1.1 eV
E_HOMO   -0.29159 Eh
DFT total energy   -8390.2754 eV
2S+1   1
Structure (SMILES)   CN[C@H](C)CCN